Formula: C5H13N2O2P
Source: the OMol25 dataset
Level of theory: wB97M-V/def2-TZVPD

## Properties
* ΔE to the lowest compared entry with this formula, charge and spin: 208.36 kJ/mol
* total charge: 0
* HOMO level: -8.7735 eV
* E: -799.647200 hartree

Element x y z (Å)
C -0.82988 -1.67814 1.08255
C 0.37955 -0.78996 1.38437
C -0.79728 -2.22596 -0.35607
C -0.64438 1.36304 1.97962
C 1.32808 1.49953 -2.70177
N 0.13791 0.60189 1.02544
N 1.31915 1.11988 -1.30021
O -1.17888 1.86216 -0.93679
O -0.39637 -1.33636 -1.31639
P -0.14921 0.90501 -0.57781
H -0.87275 -2.51831 1.77511
H -1.73807 -1.08470 1.21120
H 0.63691 -0.81271 2.44858
H 1.23763 -1.14391 0.80857
H -0.09265 -3.08064 -0.37982
H -1.80333 -2.61974 -0.59179
H -0.85107 2.34293 1.55350
H -1.59389 0.88845 2.24310
H -0.05042 1.48359 2.88722
H 2.21258 2.10711 -2.89543
H 1.32797 0.63489 -3.36711
H 0.43330 2.08862 -2.89465
H 1.98509 0.39334 -1.08143

Mulliken atomic charge list, values in e, 2 entries:
1. C -0.620
2. C -0.716